The following is a DFT calculation (ωB97M-V/def2-TZVPD) of a structure of composition C34H54BaIN5O4PSSi4 at a distorted geometry.

Element x y z (Å)
Ba: -0.061 0.499 -0.846
C: 8.118 1.660 1.755
C: 6.756 1.501 1.147
C: 5.896 2.589 1.046
C: 4.601 2.427 0.584
C: 4.172 1.174 0.196
C: 5.027 0.086 0.243
C: 6.318 0.253 0.712
S: 2.456 0.958 -0.289
O: 2.235 1.788 -1.449
O: 2.245 -0.458 -0.540
N: 1.455 1.441 0.811
C: 1.361 0.920 2.040
C: 2.432 0.301 2.724
C: 2.269 -0.049 4.042
C: 1.048 0.177 4.668
C: 0.033 0.711 3.897
N: 0.174 1.091 2.642
H: 8.412 2.705 1.796
H: 8.868 1.107 1.196
H: 8.114 1.270 2.773
H: 6.231 3.569 1.356
H: 3.910 3.258 0.538
H: 4.656 -0.883 -0.058
H: 6.983 -0.599 0.765
H: 3.366 0.135 2.207
H: 3.092 -0.484 4.594
H: 0.892 -0.070 5.708
H: -0.959 0.857 4.307
C: 0.668 6.669 0.508
N: 1.030 5.374 1.050
C: 0.044 4.986 2.050
N: -1.321 5.000 1.552
C: -1.609 6.306 0.994
N: -0.676 6.722 -0.046
C: -0.797 5.880 -1.227
P: -0.451 4.034 -0.937
C: 1.127 4.365 0.008
C: -1.532 3.931 0.587
H: 1.383 6.940 -0.276
H: 0.726 7.410 1.318
H: 0.112 5.694 2.888
H: 0.275 3.977 2.402
H: -1.555 7.047 1.804
H: -2.621 6.303 0.578
H: -0.096 6.258 -1.982
H: -1.813 6.000 -1.623
H: 1.908 4.663 -0.700
H: 1.435 3.427 0.474
H: -1.347 2.973 1.079
H: -2.583 3.949 0.273
I: -9.099 0.363 -1.925
C: -6.995 0.464 -1.723
C: -6.455 0.850 -0.512
C: -5.080 0.941 -0.395
C: -4.256 0.659 -1.477
C: -4.821 0.272 -2.686
C: -6.195 0.163 -2.810
C: -2.754 0.743 -1.302
O: -2.033 0.595 -2.309
O: -2.320 0.916 -0.151
H: -7.091 1.073 0.332
H: -4.615 1.225 0.537
H: -4.169 0.054 -3.519
H: -6.638 -0.157 -3.741
C: 2.390 -3.419 1.017
Si: 0.497 -3.741 0.876
C: 0.377 -5.665 1.086
C: -0.242 -3.043 2.509
Si: -0.568 -2.580 -0.961
Si: 0.196 -3.772 -2.925
C: 0.254 -5.688 -3.261
C: 2.010 -3.206 -3.240
C: -0.780 -3.079 -4.439
Si: -2.810 -3.455 -0.758
C: -3.293 -5.300 -0.399
C: -3.666 -2.435 0.623
C: -3.800 -3.041 -2.354
H: 2.772 -3.473 2.036
H: 2.601 -2.426 0.637
H: 2.959 -4.122 0.417
H: 0.852 -6.030 1.995
H: 0.847 -6.166 0.247
H: -0.658 -5.985 1.104
H: 0.371 -3.232 3.388
H: -1.227 -3.456 2.701
H: -0.357 -1.964 2.422
H: 0.928 -6.185 -2.571
H: 0.584 -5.924 -4.271
H: -0.725 -6.136 -3.124
H: 2.633 -3.431 -2.380
H: 2.031 -2.126 -3.370
H: 2.478 -3.656 -4.113
H: -1.717 -3.606 -4.578
H: -0.230 -3.140 -5.375
H: -1.020 -2.030 -4.259
H: -2.994 -5.606 0.597
H: -2.790 -5.957 -1.099
H: -4.361 -5.480 -0.492
H: -3.271 -2.692 1.600
H: -4.745 -2.557 0.662
H: -3.454 -1.381 0.458
H: -3.682 -3.803 -3.118
H: -3.406 -2.111 -2.751
H: -4.865 -2.905 -2.188

Cartesian forces (eV/Å) of the 6 atoms listed first:
Ba -3.458 -0.946 -2.198
C -0.023 -0.030 -0.005
C 0.048 0.021 -0.069
C -0.109 -0.037 0.030
C -0.122 0.137 -0.020
C -0.423 -0.124 -0.062

Output
Largest force on an atom ... 4.20 eV/Å
LUMO ... 0.0736 hartree
HOMO ... -4.19 eV
Net charge ... -1
E ... -112208.882 eV

Löwdin population analysis, charges in e, atoms 1 to 6:
1. Ba 1.905
2. C -0.053
3. C -0.271
4. C -0.029
5. C -0.039
6. C -0.278

The following is a DFT calculation (ωB97M-V/def2-TZVPD) of a cluster of 5 separate species, C12H23F2NO22S6 in total.

Element x y z (Å)
C: 0.201 1.198 0.938
C: 0.059 0.915 -0.536
O: 0.042 1.772 -1.380
O: -0.092 -0.394 -0.910
C: 0.796 -1.350 -0.339
C: 2.155 -1.234 -1.014
N: 3.011 -0.164 -0.379
S: 3.876 -0.802 0.911
O: 5.018 -1.518 0.497
O: 2.942 -1.357 1.810
F: 4.354 0.556 1.499
S: 3.802 0.870 -1.465
O: 3.579 0.378 -2.770
O: 3.530 2.195 -1.077
F: 5.300 0.624 -1.143
H: 1.266 1.315 1.162
H: -0.171 0.394 1.563
H: -0.305 2.128 1.164
H: 0.381 -2.320 -0.596
H: 0.856 -1.255 0.741
H: 1.976 -0.959 -2.046
H: 2.678 -2.192 -1.001
C: -5.305 2.094 2.981
C: -4.784 3.408 2.437
O: -3.559 3.044 1.786
S: -3.688 1.585 1.154
O: -3.992 1.673 -0.227
O: -2.582 0.823 1.615
O: -5.004 1.147 1.942
H: -4.782 1.797 3.891
H: -6.378 2.100 3.150
H: -4.559 4.135 3.212
H: -5.463 3.838 1.699
C: 2.217 0.261 -5.945
C: 3.193 -0.131 -7.036
O: 3.198 -1.566 -6.984
S: 1.749 -2.104 -6.585
O: 1.029 -2.470 -7.751
O: 1.902 -3.019 -5.511
O: 1.171 -0.721 -6.050
H: 2.665 0.190 -4.956
H: 1.792 1.250 -6.087
H: 4.200 0.232 -6.856
H: 2.853 0.187 -8.023
C: -1.517 -6.572 0.407
C: -2.793 -6.349 1.194
O: -2.865 -4.921 1.323
S: -2.271 -4.223 0.017
O: -3.314 -3.879 -0.875
O: -1.318 -3.256 0.433
O: -1.518 -5.509 -0.557
H: -0.630 -6.476 1.036
H: -1.498 -7.522 -0.119
H: -2.766 -6.789 2.186
H: -3.673 -6.701 0.653
C: 1.185 4.686 4.696
C: 0.828 4.397 3.252
O: -0.111 3.316 3.347
S: -0.999 3.469 4.665
O: -2.231 4.106 4.358
O: -0.976 2.242 5.371
O: -0.061 4.537 5.392
H: 1.897 3.961 5.092
H: 1.556 5.695 4.851
H: 1.676 4.072 2.656
H: 0.341 5.246 2.771

Cartesian forces (eV/Å) of the 6 atoms listed first:
C 0.543 -0.227 -0.096
C -0.091 0.251 -0.155
O -0.091 -0.360 0.330
O 0.190 0.288 -0.066
C 0.004 0.134 -0.326
C -0.318 -0.272 0.317

Output
Largest force on an atom ... 0.90 eV/Å
LUMO ... 0.0099 hartree
HOMO ... -9.98 eV
Net charge ... 0
SMILES ... CC(=O)OCCN(S(=O)(=O)F)S(=O)(=O)F.O=S1(=O)OCCO1.O=S1(=O)OCCO1.O=S1(=O)OCCO1.O=S1(=O)OCCO1
E ... -129793.582 eV

Löwdin population analysis, charges in e, atoms 1 to 6:
1. C 0.006
2. C -0.506
3. O 0.124
4. O 0.007
5. C -0.168
6. C -0.133

The following is a DFT calculation (ωB97M-V/def2-TZVPD) of a cluster of 2 separate species, C4H12N2S in total at a distorted geometry.

Element x y z (Å)
C: -0.017 -1.349 -0.275
N: -1.146 -0.662 -0.864
C: -1.162 0.752 -0.608
C: -1.136 1.135 0.859
S: 0.552 1.061 1.438
C: 1.373 -0.842 -0.785
N: 1.370 -0.912 -2.162
H: -0.044 -1.072 0.799
H: -0.202 -2.416 -0.174
H: -0.750 -2.074 2.560
H: -1.975 1.281 -1.136
H: -0.296 1.202 -1.117
H: -1.516 2.148 0.978
H: -1.730 0.489 1.509
H: 2.203 -1.267 -0.196
H: 1.355 0.198 -0.364
H: 2.310 -1.174 -2.470
H: -1.004 -2.728 2.812
H: -1.080 -0.723 -1.880

Cartesian forces (eV/Å) of the 6 atoms listed first:
C -1.114 0.930 1.436
N 0.009 -0.565 -0.510
C 0.118 1.186 -0.984
C 0.049 0.073 0.376
S 1.185 0.179 -0.380
C -0.547 -3.510 -2.153

Output
Largest force on an atom ... 4.15 eV/Å
LUMO ... -0.0999 hartree
HOMO ... -8.26 eV
Net charge ... 0
E ... -18152.261 eV

Löwdin population analysis, charges in e, atoms 1 to 6:
1. C -0.266
2. N -0.063
3. C -0.342
4. C -0.595
5. S 0.650
6. C -0.370

The following is a DFT calculation (ωB97M-V/def2-TZVPD) of an isolated molecule of C6H8N2O2 at a distorted geometry.

Element x y z (Å)
O: 2.809 -0.888 0.222
C: 1.643 -0.736 -0.031
C: 0.495 -1.669 -0.397
C: -0.327 -0.419 -0.818
C: -1.738 -0.269 -0.333
N: -2.247 -0.697 0.785
C: 0.762 0.472 -0.186
C: 0.669 1.576 0.808
N: 1.138 1.813 -0.545
H: 0.713 -2.399 -1.186
H: 0.122 -2.200 0.491
H: -0.342 -0.277 -1.907
H: -0.319 1.975 1.043
H: 1.394 1.575 1.625
H: 2.151 1.909 -0.590
O: -2.282 0.911 -0.568
H: -1.797 -1.546 1.115
H: -2.843 0.870 0.473

Cartesian forces (eV/Å) of the 6 atoms listed first:
O -0.603 0.140 -0.148
C 0.587 -0.047 0.215
C -0.044 -0.427 -0.226
C -0.540 -0.912 -1.372
C 0.491 1.561 4.214
N 0.925 -2.014 -0.942

Output
Largest force on an atom ... 4.52 eV/Å
LUMO ... 0.0219 hartree
HOMO ... -9.94 eV
Net charge ... 0
SMILES ... [H]/N=C(/O)[C@@H]1CC(=O)[C@]12CN2
E ... -13423.673 eV

Löwdin population analysis, charges in e, atoms 1 to 6:
1. O 0.123
2. C -0.323
3. C -0.019
4. C -0.143
5. C -0.463
6. N 0.112